Record 1
20
Properties=species:S:1:pos:R:3 method="wB97M-V/def2-TZVPD" s2=0.7546 lumo_energy_ev="4.49 / 4.06" homo_lumo_gap_ev="3.965 / 7.065" charge=-1 spin_multiplicity=2 e_above_lowest_kj_mol=240.9
C -0.6747 -1.6762 1.5040
C 0.4692 -1.2087 0.5788
C 0.1862 0.0102 -0.2571
C 0.1112 -0.1505 -1.6330
N -0.5420 -1.2094 -2.4596
C 0.7623 1.3231 0.1574
C -0.2531 2.4715 0.3007
H -0.4456 -2.5970 2.0450
H -0.9020 -0.8760 2.2227
H -1.5825 -1.8530 0.9241
H 1.3335 -1.0114 1.2179
H 0.7341 -2.0853 -0.0380
H 0.3555 0.7046 -2.2578
H -1.2794 -1.6715 -1.9230
H 0.4951 -1.4160 -1.9226
H 1.2651 1.3031 1.0846
H 1.5377 1.6496 -0.5503
H 0.0809 3.2368 1.0177
H -1.2005 2.0333 0.6139
H -0.4509 3.0225 -0.6255

Record 2
20
Properties=species:S:1:pos:R:3 method="wB97M-V/def2-TZVPD" smiles="CCCC/C=C/N" lumo_energy_ev=1.16 homo_lumo_gap_ev=9.289 charge=0 spin_multiplicity=1 e_above_lowest_kj_mol=90.1
C -1.2063 1.6771 -0.2953
C -1.2990 0.6646 0.8435
C 0.0602 0.5544 1.5904
C 1.3087 0.2875 0.6995
C 1.1564 -1.0038 -0.1232
C 0.6561 -1.1403 -1.3677
N 0.5218 -2.2786 -2.1659
H -2.2017 1.9433 -0.7581
H -0.4021 1.3036 -0.9214
H -0.7840 2.6087 0.1075
H -1.5235 -0.3294 0.4650
H -2.0994 0.9024 1.5606
H 0.2689 1.3950 2.2703
H -0.2454 -0.2566 2.2660
H 2.0698 0.1729 1.4563
H 1.5752 1.1032 0.0058
H 1.3489 -1.8792 0.4930
H 0.2623 -0.2475 -1.8784
H 0.9204 -3.0735 -1.6724
H -0.3874 -2.4038 -2.5757

Record 3
20
Properties=species:S:1:pos:R:3 method="wB97M-V/def2-TZVPD" lumo_energy_ev=1.01 homo_lumo_gap_ev=8.084 charge=0 spin_multiplicity=1 e_above_lowest_kj_mol=517.0
C -0.3538 0.1541 2.3723
C 0.3038 0.2326 1.0139
N -0.0754 -0.7719 0.0439
C 0.9447 -1.4764 -0.7013
C -0.3060 0.9341 -0.1192
C 0.6078 1.5911 -1.1104
C -1.5134 -0.3671 -0.8287
H 0.0358 -0.6914 2.9508
H -0.1713 1.0775 2.9331
H -1.4347 0.0344 2.2573
H 1.3965 0.2986 1.0521
H 0.4431 -2.1129 -1.4416
H 1.6602 -0.8314 -1.2277
H 1.4945 -2.1192 -0.0078
H 0.7732 2.6174 -0.7562
H 1.6084 1.1471 -1.2406
H 0.1358 1.6688 -2.0987
H -2.3413 -0.3203 -0.1257
H -1.5103 -1.3792 -1.2898
H -1.6976 0.3143 -1.6757